A cluster of 9 separate species, C29H80N4O13 in total at a distorted geometry, computed with ωB97M-V with the def2-TZVPD basis set.

Element x y z (Å)
C (0.23737, -2.34894, 4.18016)
O (0.52099, -1.25838, 5.13073)
C (-0.43940, -0.84753, 6.07441)
C (0.25780, 0.15441, 7.07307)
N (1.19345, 1.12392, 6.41495)
C (0.55715, 1.98211, 5.42473)
C (1.68731, 2.65824, 4.50506)
O (2.38475, 1.69314, 3.74924)
C (1.67769, 0.97295, 2.74018)
H (1.16186, -2.89989, 4.00732)
H (-0.00384, -2.01801, 3.17002)
H (-0.53619, -3.04285, 4.50910)
H (-0.62431, -1.77203, 6.62141)
H (-1.35521, -0.40586, 5.68156)
H (0.86528, -0.39954, 7.78874)
H (-0.42906, 0.73063, 7.69299)
H (1.84999, 0.61403, 5.84130)
H (-0.04698, 2.67379, 6.01185)
H (-0.19656, 1.55101, 4.76580)
H (2.38403, 3.20368, 5.14159)
H (1.30958, 3.48459, 3.90294)
H (0.61976, 1.22418, 2.66418)
H (1.77834, -0.10624, 2.85552)
H (2.05480, 1.12579, 1.72898)
C (-2.36256, -2.70224, -2.49909)
O (-1.10907, -3.17085, -2.96246)
C (-0.33668, -4.04539, -2.29156)
C (0.59874, -4.72580, -3.23806)
N (1.29356, -3.73715, -4.02525)
C (2.22646, -4.25742, -4.94244)
C (2.94618, -3.17135, -5.79379)
O (2.03330, -2.38137, -6.48244)
C (2.59234, -1.26719, -7.14418)
H (-2.90182, -2.21978, -3.31428)
H (-2.22528, -1.94636, -1.72585)
H (-2.93523, -3.51472, -2.05184)
H (-0.87696, -4.83226, -1.76523)
H (0.08302, -3.51496, -1.43681)
H (-0.03066, -5.42514, -3.78842)
H (1.14969, -5.43750, -2.62320)
H (0.59709, -3.25678, -4.57688)
H (1.78579, -4.91598, -5.69091)
H (2.98077, -4.94101, -4.55281)
H (3.49975, -3.60019, -6.62910)
H (3.60874, -2.62467, -5.12277)
H (2.10495, -0.97710, -8.07499)
H (3.63359, -1.44894, -7.41039)
H (2.60219, -0.38301, -6.50682)
C (-2.89192, -2.77136, 1.19089)
O (-3.10234, -1.89137, 2.33497)
C (-4.17801, -2.22435, 3.23690)
C (-5.51938, -1.79301, 2.58338)
N (-5.80894, -0.34661, 2.48261)
C (-6.32034, 0.23217, 3.70968)
C (-6.66191, 1.70941, 3.72165)
O (-7.42158, 2.19791, 2.62332)
C (-7.69681, 3.59726, 2.67982)
H (-3.76465, -2.95724, 0.56489)
H (-2.48894, -3.70069, 1.59343)
H (-2.18333, -2.28469, 0.52070)
H (-3.98393, -1.72503, 4.18617)
H (-4.21502, -3.29107, 3.45787)
H (-6.42207, -2.18000, 3.05614)
H (-5.53937, -2.23038, 1.58519)
H (-6.59284, -0.33139, 1.84591)
H (-5.66066, 0.15002, 4.57350)
H (-7.29051, -0.15897, 4.01608)
H (-5.70229, 2.22636, 3.72315)
H (-7.19671, 1.95039, 4.64035)
H (-8.32133, 3.78872, 3.55241)
H (-8.19904, 3.74187, 1.72328)
H (-6.73970, 4.11472, 2.61448)
C (6.09139, 7.57432, -4.03177)
O (4.68265, 7.79051, -3.82230)
C (3.82236, 7.00065, -4.72442)
C (3.56049, 5.59336, -4.23669)
N (2.76861, 5.68773, -2.98436)
C (2.69860, 4.37337, -2.30624)
C (2.02590, 4.51291, -0.91875)
O (1.78769, 3.26426, -0.25837)
C (0.61348, 2.55186, -0.71673)
H (6.59810, 8.36060, -3.47221)
H (6.26615, 7.59818, -5.10741)
H (6.44054, 6.60407, -3.67851)
H (4.12010, 7.02108, -5.77277)
H (2.90107, 7.58165, -4.76640)
H (4.46248, 4.99350, -4.11552)
H (3.01333, 5.04100, -5.00064)
H (2.98037, 6.42931, -2.33221)
H (3.65787, 3.86009, -2.23965)
H (2.08093, 3.79723, -2.99520)
H (1.07038, 5.01642, -1.06558)
H (2.54745, 5.10749, -0.16871)
H (-0.16074, 2.95997, -0.06700)
H (0.70991, 1.48018, -0.54265)
H (0.46860, 2.74875, -1.77896)
C (-3.47383, 1.14577, 0.79889)
O (-2.35055, 0.54895, 1.35984)
H (-4.06980, 1.75531, 1.47814)
H (-3.04114, 1.62008, -0.08197)
H (-4.07825, 0.36941, 0.32981)
H (-2.58653, -0.15486, 1.96857)
C (3.10706, -5.24307, 1.53104)
O (3.92200, -6.43322, 1.75128)
H (2.04669, -5.49253, 1.49271)
H (3.04766, -4.75882, 2.50576)
H (3.41505, -4.48878, 0.80696)
H (4.84426, -6.17516, 1.68465)
C (3.53632, -2.04663, -1.87187)
O (2.54718, -3.02426, -1.68259)
H (4.16541, -2.07459, -2.76157)
H (2.96321, -1.12872, -2.00256)
H (4.32341, -2.03274, -1.11795)
H (2.13650, -3.11000, -2.54605)
C (0.67805, -1.62459, 0.51106)
O (1.14732, -2.90180, 0.90287)
H (1.53807, -0.99794, 0.27485)
H (-0.01582, -1.73686, -0.32204)
H (0.18017, -1.01204, 1.26272)
H (1.77215, -3.15003, 0.21761)
C (-0.93951, 0.30152, -2.97112)
O (-0.28061, -0.56000, -3.91877)
H (-1.09916, -0.16060, -1.99692)
H (-0.60416, 1.33431, -2.87635)
H (-1.98546, 0.28740, -3.27752)
H (-0.01827, -1.42274, -3.58945)

Cartesian forces, eV/Å:
C 0.331 0.735 0.521
O 0.378 -0.351 -1.661
C 0.766 -0.372 1.049
C 1.104 0.174 -1.197
N -0.648 -0.708 -0.388
C 0.493 1.317 -0.306
C -1.463 -0.256 1.106
O 0.222 -0.192 -0.123
C -0.306 -0.072 -0.413
H 0.133 0.016 0.527
H -0.448 0.577 0.265
H -0.076 0.146 0.308
H -0.934 0.129 0.466
H -0.046 -0.133 -0.432
H 0.069 -0.206 -0.135
H -0.434 -0.063 -0.310
H 0.333 -0.666 0.329
H 0.225 0.834 -0.222
H 0.147 -0.746 -0.232
H 0.436 -0.639 0.215
H -0.643 -0.287 -0.507
H -0.136 0.031 0.369
H -0.075 -0.004 0.680
H 0.523 0.709 0.054
C 0.362 -0.228 0.679
O -1.483 1.593 -2.698
C -0.007 -0.807 2.634
C -0.999 -0.621 0.771
N 0.163 0.080 0.615
C 1.428 -0.501 -2.855
C 0.124 -0.822 0.337
O -1.553 0.986 -0.182
C 0.702 0.315 0.298
H 0.148 -0.298 -0.120
H 0.021 0.085 0.207
H -0.211 -0.119 -0.149
H -0.684 -0.350 -0.178
H 0.996 -0.043 -0.047
H -0.129 0.142 -0.878
H 1.124 0.530 -0.114
H -0.229 0.358 0.108
H -0.737 -0.187 -0.244
H 0.199 0.449 0.817
H 0.831 -0.777 0.552
H 0.100 0.500 -0.066
H -0.549 -0.522 0.153
H 0.253 -0.237 -0.053
H -0.132 0.047 0.255
C 0.010 0.375 1.025
O -0.173 -0.398 -0.094
C -0.687 0.661 -1.274
C -0.246 0.180 0.583
N 0.646 0.121 0.161
C -1.410 0.347 0.393
C 1.021 1.164 -0.963
O -0.032 -0.932 0.152
C 0.489 -1.746 -0.903
H -0.432 0.016 0.312
H 0.041 -0.206 -0.301
H 0.202 0.101 0.387
H 0.112 0.250 -0.133
H 0.075 -0.251 -0.198
H 0.255 -0.944 0.600
H 0.108 0.219 -0.162
H 0.038 0.459 -0.492
H 0.300 -0.432 -0.157
H -0.164 -1.184 0.069
H 0.183 0.559 0.095
H 0.036 -0.109 0.356
H 0.094 0.579 -0.004
H -0.368 0.514 0.307
H -0.077 0.514 0.538
C -1.169 -0.048 -0.046
O -0.103 -1.093 -1.127
C 0.331 0.966 0.597
C -0.560 0.979 1.225
N 0.039 -1.463 -0.270
C -0.563 1.033 0.063
C -0.759 -0.944 -0.121
O 0.569 -0.371 -0.646
C 0.760 1.191 0.680
H 0.094 -0.028 -0.292
H 0.432 0.337 -0.056
H -0.129 -0.162 0.224
H 0.901 -0.056 -0.008
H -0.236 -0.221 0.441
H 0.522 0.181 0.226
H -0.478 0.100 0.004
H 0.722 0.132 -0.428
H 0.311 0.043 0.199
H -0.188 -0.537 0.365
H -0.246 0.174 -0.145
H 0.562 0.062 -0.383
H -0.706 -0.325 -0.496
H 0.236 0.123 0.033
H -0.302 -0.050 0.090
C 0.207 -0.843 -1.456
O 1.407 0.192 0.838
H 0.083 0.185 -0.175
H -0.423 1.038 0.145
H -0.662 -0.042 0.321
H -0.433 -0.413 0.090
C -0.248 -0.273 2.292
O -0.640 0.693 -1.003
H 0.190 -0.567 -1.068
H 0.506 0.655 0.111
H 0.201 -0.611 -0.349
H -0.001 0.088 0.011
C 0.049 1.145 -0.346
O 1.315 -0.641 0.820
H -0.311 -0.856 -0.697
H 0.646 0.736 0.563
H -0.683 0.113 0.711
H -0.777 -0.322 -0.789
C 0.396 0.439 -0.304
O -0.425 0.220 0.883
H 0.041 0.111 -0.655
H 0.064 0.364 -0.255
H -0.290 -0.792 0.546
H 0.112 -0.156 -0.394
C -1.486 -1.759 -0.211
O 0.532 1.415 -0.165
H 0.930 0.073 0.371
H 0.521 -0.388 -0.381
H -0.214 0.703 -0.376
H -0.351 0.072 0.692

Properties
calculated total energy = -63936.5745 eV
gap between HOMO and LUMO (alpha / beta) = 1.345 / 8.748 eV
LUMO energy (alpha / beta) = 2.14 / 2.09 eV
spin multiplicity = 2
largest force on an atom = 0.067 Eh/bohr
highest occupied orbital energy (alpha / beta) = 0.8 / -6.7 eV
charge = -1